(1)
DFT (wB97M-V/def2-TZVPD) results for a cluster of 2 separate species, C2H6Cl3PSi in total at a distorted geometry.

Geometry (Å):
C: 0.649 0.917 1.280
C: -0.371 -1.123 -1.266
Si: 0.495 -0.778 0.444
P: -1.426 -2.243 2.559
Cl: 2.154 -1.966 0.389
Cl: -0.406 -4.022 2.349
Cl: -0.665 -1.564 4.241
H: 1.537 1.045 1.890
H: 0.471 1.828 0.521
H: -0.101 1.122 2.101
H: 0.321 -1.571 -1.952
H: -1.217 -1.790 -1.118
H: -0.616 -0.107 -1.782

The frontier orbital gap is 7.0 eV. As for the LUMO energy: -0.35 eV.

***

(2)
DFT (wB97M-V/def2-TZVPD) results for a structure of composition C23H15Cl5N6PtSe at a distorted geometry.

Geometry (Å):
Pt: 0.296 -1.141 -1.610
C: 2.878 -1.713 0.089
N: 2.458 -1.010 -1.134
C: 2.878 0.407 -1.222
C: 1.687 1.302 -1.072
N: 0.478 0.867 -1.344
C: -0.370 1.886 -1.074
C: -3.046 2.818 -1.817
C: -2.613 4.069 -1.374
C: -1.489 4.694 -0.736
C: -0.225 4.303 -0.420
C: 0.305 3.002 -0.691
N: 1.633 2.591 -0.666
C: 2.089 -1.311 1.295
N: 1.067 -0.508 1.308
C: 0.677 -0.444 2.643
C: -0.376 0.255 3.225
C: -0.559 0.122 4.588
C: 0.284 -0.692 5.360
C: 1.330 -1.397 4.795
C: 1.508 -1.255 3.424
N: 2.419 -1.792 2.532
H: 3.942 -1.530 0.282
H: 2.764 -2.785 -0.096
H: 2.861 -1.522 -1.912
H: 3.314 0.569 -2.210
H: 3.639 0.643 -0.475
H: -2.085 0.876 0.042
H: -3.386 4.803 -1.588
H: -1.705 5.727 -0.487
H: 0.434 5.030 0.038
H: 2.425 3.172 -0.446
H: -1.026 0.866 2.613
H: -1.370 0.647 5.074
H: 0.106 -0.774 6.424
H: 1.971 -2.029 5.396
H: 3.116 -2.489 2.732
Cl: -2.421 -2.843 0.100
C: -2.624 -2.095 -1.406
C: -1.695 -1.060 -1.937
C: -2.242 0.258 -2.149
Cl: -2.193 1.550 -1.315
C: -2.382 -0.642 -3.277
Cl: -1.453 -0.449 -4.768
C: -3.611 -1.453 -3.365
Cl: -4.754 -1.306 -4.605
C: -3.704 -2.284 -2.260
Cl: -5.031 -3.313 -1.933
Se: 2.231 -5.429 -1.305
C: 1.127 -4.059 -1.547
N: 0.443 -3.129 -1.714

The frontier orbital gap (spin up / spin down) is 6.5 / 6.3 eV. Its expectation value of S² is 2.087. The multiplicity is 3. As for the LUMO energy (spin up / spin down): -0.49 / -1.34 eV.

***

(3)
DFT (wB97M-V/def2-TZVPD) results for a structure of composition C20H30N3O2PPdS3Si at a distorted geometry.

Geometry (Å):
Pd: -0.177 -0.913 -0.530
C: -3.170 3.508 3.889
Si: -1.623 3.353 2.840
C: -1.823 4.414 1.323
C: -0.140 3.918 3.834
C: -1.382 1.503 2.504
C: -1.469 0.670 3.607
C: -1.273 -0.713 3.527
C: -0.993 -1.244 2.294
N: -0.933 -0.471 1.207
C: -1.074 0.882 1.274
S: -0.772 1.625 -0.245
H: -3.357 4.556 4.130
H: -3.101 2.964 4.832
H: -4.039 3.129 3.348
H: -2.065 5.426 1.662
H: -2.630 4.065 0.680
H: -0.916 4.448 0.724
H: -0.203 4.983 4.064
H: 0.781 3.748 3.273
H: -0.060 3.376 4.779
H: -1.688 1.092 4.582
H: -1.334 -1.351 4.396
H: -0.827 -2.303 2.141
C: 3.256 0.972 -0.532
C: 3.354 0.338 -1.901
C: 2.342 0.860 -2.897
O: 3.324 -1.115 -1.815
P: 2.290 -2.193 -1.345
S: 1.630 -1.982 0.526
S: 0.617 -2.123 -2.419
O: 3.149 -3.512 -1.445
C: 4.115 -3.860 -2.483
C: 3.574 -3.598 -3.873
C: 5.454 -3.201 -2.218
H: 3.473 2.037 -0.630
H: 3.980 0.531 0.152
H: 2.255 0.872 -0.108
H: 4.358 0.508 -2.300
H: 1.319 0.765 -2.526
H: 2.421 0.336 -3.849
H: 2.543 1.919 -3.067
H: 4.219 -4.937 -2.341
H: 3.449 -2.531 -4.060
H: 2.616 -4.093 -4.025
H: 4.282 -3.987 -4.607
H: 5.458 -2.156 -2.523
H: 6.224 -3.729 -2.783
H: 5.708 -3.257 -1.161
N: -6.248 1.752 -1.062
C: -5.567 0.830 -1.001
C: -4.715 -0.323 -0.927
C: -5.189 -1.533 -0.430
C: -4.322 -2.609 -0.388
C: -3.019 -2.425 -0.829
N: -2.556 -1.263 -1.291
C: -3.390 -0.231 -1.346
H: -6.212 -1.619 -0.090
H: -4.637 -3.573 -0.016
H: -2.303 -3.240 -0.813
H: -2.985 0.704 -1.710

The frontier orbital gap (spin up / spin down) is 7.0 / 7.0 eV. As for the LUMO energy (spin up / spin down): -0.45 / -0.45 eV.

***

Asked for relative energy (zero: lowest compared OMol25 entry of this formula, charge and spin) across the records above, the calculation gives 255.1 1398.0 132.0 kJ/mol in order.
Asked for energy across the records above, the calculation gives -56906.143 -164225.623 -82948.354 eV in order.